The following is a DFT calculation (ωB97M-V with the def2-TZVPD basis set) of one molecule with the formula C5H8O in a non-equilibrium geometry.

Properties
E_tot in Ha: -270.3410
2S+1: 1
LUMO level (alpha / beta) in eV: 0.56 / -0.23
E_HOMO (alpha / beta) in eV: -8.546 / -7.741
ΔE to the lowest compared entry with this formula, charge and spin in eV: 5.902

Last column: Mulliken charge in e.
Geometry (Å):
C  -1.12084  -1.17880  0.10458  -0.088
C  -2.30718  -0.97554  0.59430  -0.691
C  0.32886  -1.21608  -0.09617  -0.293
C  1.09099  -0.10233  0.49390  -0.343
C  1.52804  1.10530  -0.25994  -0.553
O  0.55167  2.20335  -0.26480  -0.510
H  -2.62673  -0.32572  1.42349  0.236
H  -3.00919  -1.58778  0.22784  0.292
H  0.58664  -2.21575  0.26141  0.317
H  0.63181  -1.31620  -1.13639  0.277
H  0.94281  -0.00225  1.53871  0.423
H  1.93251  0.96550  -1.21515  0.388
H  2.48882  1.69885  0.21931  0.225
H  0.42929  2.33059  0.67198  0.319



The following is a DFT calculation (ωB97M-V with the def2-TZVPD basis set) of a 2-piece molecular cluster, C6H17NO overall in a non-equilibrium geometry.

Properties
E_tot in Ha: -368.6864
2S+1: 1
LUMO level in eV: 0.80
SMILES: CCCNC(C)C.O
E_HOMO in eV: -8.556
ΔE to the lowest compared entry with this formula, charge and spin in eV: 3.115

Last column: Mulliken charge in e.
Geometry (Å):
C  -1.93783  1.69318  0.73407  -0.831
C  -0.57432  2.02151  1.27838  -0.489
C  0.48984  0.93214  0.75136  -0.652
N  0.17187  -0.44754  0.98162  -0.248
C  0.84305  -1.26184  -0.04721  0.245
C  1.65105  -2.44151  0.76548  -1.628
C  -0.09236  -2.01184  -0.95217  -1.373
H  -1.94144  0.94626  -0.12520  0.165
H  -2.51857  1.00444  1.54465  0.222
H  -2.47796  2.66683  0.60612  0.303
H  -0.30356  3.09336  0.95201  0.331
H  -0.62061  2.01121  2.39285  0.309
H  1.49390  1.22103  1.32997  0.152
H  0.59699  1.30881  -0.20186  0.322
H  -0.78169  -0.72986  1.22918  0.319
H  1.62896  -0.69847  -0.43506  0.562
H  2.42713  -1.98187  1.50724  0.317
H  0.89872  -2.80057  1.43430  0.428
H  2.22006  -3.04731  0.20080  0.489
H  -1.01318  -1.48186  -1.00910  0.375
H  0.05213  -2.12821  -2.10151  0.275
H  -0.19020  -3.03100  -0.75483  0.426
O  -0.27535  1.41702  -2.84484  -0.597
H  -0.31484  0.77354  -2.22122  0.317
H  -0.43264  1.08046  -3.64040  0.259



The following is a DFT calculation (ωB97M-V with the def2-TZVPD basis set) of C46H40GeIrN4O3PSSe as an isolated structure in a non-equilibrium geometry.

Properties
E_tot in Ha: -7543.3999
2S+1: 2
Total charge: +1
LUMO level (alpha / beta) in eV: -4.36 / -4.18
E_HOMO (alpha / beta) in eV: -7.505 / -7.606
ΔE to the lowest compared entry with this formula, charge and spin in eV: 6.658

Last column: Löwdin spin population.
Geometry (Å):
Ir  -1.29881  -0.21293  0.49778  0.714
O  -4.14991  0.20972  0.40438  -0.001
N  -3.36661  -0.93898  0.27945  0.000
C  -3.88800  -2.04900  0.73656  0.012
C  -3.34661  -3.35645  0.61729  0.000
C  -4.20934  -4.43057  0.93298  0.003
C  -3.86394  -5.73792  0.69940  0.000
C  -2.64891  -6.03790  0.08722  0.003
C  -1.76471  -5.01324  -0.18309  0.001
C  -2.05399  -3.68676  0.12737  0.003
P  -0.69725  -2.48357  -0.01883  0.034
C  0.63252  -3.01748  1.12256  -0.002
C  1.07552  -4.31993  1.33456  0.000
C  2.15037  -4.55755  2.17553  0.000
C  2.76826  -3.51327  2.84193  0.000
C  2.29758  -2.22018  2.67993  0.000
C  1.24398  -1.97684  1.82092  -0.002
C  -0.10592  -2.83421  -1.71339  0.019
C  -0.62745  -2.01912  -2.71727  0.007
C  -0.22125  -2.17644  -4.02848  0.000
C  0.69350  -3.16663  -4.35426  -0.002
C  1.19248  -3.99829  -3.36584  0.001
C  0.80542  -3.82920  -2.04606  0.001
H  -4.93497  0.04037  0.95672  0.000
H  -4.89426  -1.98672  1.15841  0.001
H  -5.17578  -4.20595  1.35960  0.000
H  -4.53679  -6.53310  0.97731  0.000
H  -2.39315  -7.05676  -0.16140  0.000
H  -0.82601  -5.24612  -0.66121  0.000
H  0.58319  -5.16039  0.87155  0.000
H  2.50237  -5.56879  2.31466  0.000
H  3.60595  -3.70779  3.49291  0.000
H  2.74816  -1.40685  3.22827  0.000
H  0.86549  -0.96913  1.68532  -0.001
H  -1.34800  -1.25546  -2.44237  0.009
H  -0.61299  -1.52776  -4.79705  0.000
H  1.01787  -3.28862  -5.37677  0.000
H  1.89854  -4.77564  -3.61894  0.000
H  1.24368  -4.45431  -1.28177  0.000
C  -1.71364  2.66399  -0.95879  0.007
Ge  -0.15418  3.21492  0.19038  0.001
C  -0.30703  3.75048  2.11267  -0.001
C  0.53697  3.17393  3.05302  0.000
C  0.40153  3.49067  4.39253  0.001
C  -0.55859  4.40244  4.79713  0.000
C  -1.37042  5.01476  3.85804  0.000
C  -1.25035  4.68676  2.51960  0.000
C  1.59817  3.65339  -0.64139  0.000
C  2.48862  2.50402  -0.39539  0.000
C  3.63522  2.31228  -1.29443  0.001
C  3.84498  3.16499  -2.30382  0.002
C  2.94087  4.24706  -2.62429  0.000
C  3.12108  5.03891  -3.75976  0.000
C  2.23293  6.04863  -4.06762  0.000
C  1.13156  6.28723  -3.25537  0.000
C  0.93106  5.50957  -2.13233  0.000
C  1.82909  4.50407  -1.80794  0.000
H  -2.63038  3.22607  -0.81053  0.000
H  -1.90630  1.60171  -0.72196  0.008
H  -1.42146  2.73145  -2.00495  0.001
H  1.29795  2.47016  2.74869  0.000
H  1.04732  3.02451  5.12048  0.000
H  -0.66254  4.64413  5.84368  0.000
H  -2.09525  5.75037  4.17162  0.000
H  -1.88110  5.17060  1.78553  0.000
H  2.32776  1.09737  1.06189  0.000
H  4.30500  1.49418  -1.08129  0.000
H  4.70237  3.03163  -2.94622  0.000
H  3.96426  4.83663  -4.39985  0.000
H  2.39171  6.65196  -4.94686  0.000
H  0.44676  7.08697  -3.49031  0.000
H  0.07914  5.67684  -1.48176  0.000
S  -1.53094  0.28191  2.89680  0.052
C  -3.03562  1.12860  2.96789  0.021
N  -3.18681  2.22195  2.14433  0.027
C  -4.36430  2.91645  2.08177  0.003
C  -5.40470  2.57497  2.89162  0.016
C  -5.26463  1.51123  3.80097  0.004
C  -4.06704  0.79036  3.81811  0.012
H  -2.41259  2.46514  1.54258  0.003
H  -4.41061  3.72785  1.37485  0.000
H  -6.33099  3.11993  2.82371  0.001
H  -6.07139  1.25602  4.46731  0.000
H  -3.93758  -0.04480  4.48659  0.000
O  2.51955  3.64385  0.43261  -0.001
N  1.91652  1.31635  0.15340  -0.004
O  0.51495  1.43452  0.33295  0.009
Se  2.33003  -0.68672  -1.67029  0.030
C  3.51042  -2.06777  -2.20704  0.003
C  3.97534  -2.08418  -3.51921  0.001
C  4.73848  -3.16705  -3.92290  0.000
N  5.06218  -4.16205  -3.11980  0.001
C  4.63119  -4.13973  -1.87057  0.000
C  3.85699  -3.11386  -1.35569  0.002
H  3.73337  -1.27807  -4.19591  0.000
H  5.11311  -3.23512  -4.93500  0.000
H  4.92491  -4.98205  -1.25867  0.000
H  3.52680  -3.12059  -0.32669  0.000



The following is a DFT calculation (ωB97M-V with the def2-TZVPD basis set) of C30H46FInN9O6P2Se as an isolated structure in a non-equilibrium geometry.

Properties
E_tot in Ha: -5488.4739
2S+1: 1
Total charge: +3
LUMO level in eV: -8.14
E_HOMO in eV: -15.250
ΔE to the lowest compared entry with this formula, charge and spin in eV: 0.000

Last column: Mulliken charge in e.
Geometry (Å):
In  -1.38766  -0.16027  -0.29926  2.054
C  -6.06576  -3.00525  1.67393  -1.033
N  -4.67759  -2.85041  1.34949  0.356
C  -3.88764  -4.11455  1.57836  -0.883
P  -4.24130  -1.80217  0.13708  0.462
O  -2.74045  -1.90499  -0.05965  -1.058
O  -4.80109  -0.41611  0.82633  -0.172
P  -4.32654  1.14528  0.75254  0.106
O  -3.09020  1.28325  -0.12056  -0.829
N  -5.57180  1.97428  0.07595  0.455
C  -6.68484  2.49864  0.93529  -0.889
C  -5.21025  2.60994  -1.23779  -0.882
N  -4.14547  1.44442  2.31577  0.605
C  -3.61729  2.70463  2.81308  -0.979
C  -4.20676  0.42278  3.39135  -0.843
N  -5.02259  -1.95254  -1.32339  0.436
C  -4.48442  -2.88592  -2.37719  -0.886
C  -6.28956  -1.28759  -1.66466  -0.937
H  -6.22428  -3.06545  2.76405  0.339
H  -6.50254  -3.91515  1.26866  0.380
H  -6.63012  -2.12933  1.36418  0.248
H  -3.82397  -4.25556  2.66534  0.346
H  -2.82329  -3.92405  1.17795  0.172
H  -4.32673  -4.98547  1.07398  0.291
H  -6.46920  2.09956  1.97075  0.297
H  -7.64232  1.99372  0.53650  0.301
H  -6.81451  3.59735  0.90719  0.314
H  -6.10202  2.59766  -1.88783  0.369
H  -4.27578  2.14505  -1.66126  0.122
H  -4.96091  3.65398  -1.06338  0.384
H  -2.61189  2.53058  3.27434  0.214
H  -4.28134  3.08648  3.57493  0.414
H  -3.45663  3.49942  2.05817  0.301
H  -3.41649  0.65674  4.15085  0.315
H  -4.02984  -0.57330  3.02033  0.229
H  -5.21976  0.46034  3.88940  0.260
H  -3.63237  -3.45489  -1.91199  0.249
H  -4.07417  -2.26883  -3.18317  0.229
H  -5.18665  -3.58701  -2.75583  0.343
H  -6.57475  -0.69621  -0.82054  0.238
H  -7.06503  -1.98694  -1.89314  0.362
H  -6.11992  -0.56266  -2.47645  0.330
C  4.96347  0.40201  4.79787  -1.024
C  4.45068  -0.63866  3.82588  -0.947
N  3.55617  -0.16273  2.72930  0.241
C  2.27523  0.19726  2.96842  -0.639
C  1.28869  0.24308  2.02177  -0.275
C  -0.13108  0.66886  2.45462  0.309
O  -0.25783  1.11872  3.60223  -0.690
O  -1.16289  0.46843  1.66994  -0.372
C  1.60218  -0.20817  0.67901  1.365
O  0.77594  -0.62200  -0.16935  -0.773
C  3.00219  -0.35761  0.37810  0.189
C  3.40565  -0.76864  -0.90978  -1.391
C  4.75315  -0.67512  -1.21902  0.886
F  5.13936  -0.96398  -2.51111  -0.335
C  5.80706  -0.44770  -0.28002  -0.202
C  5.31931  -0.20301  1.01765  -0.163
C  4.00272  -0.21732  1.38269  -0.697
N  7.14152  -0.27928  -0.68714  0.214
C  8.13489  0.29743  0.23379  -0.706
C  9.23087  0.97396  -0.59097  -0.887
N  9.64883  0.22746  -1.83749  -0.191
C  8.56167  -0.60271  -2.54833  -0.735
C  7.71705  -1.38263  -1.46188  -0.603
H  5.62464  -0.11484  5.49022  0.379
H  4.12487  0.76969  5.43942  0.355
H  5.45820  1.26048  4.24278  0.283
H  3.78196  -1.36634  4.36371  0.445
H  5.26546  -1.23791  3.42266  0.526
H  2.08782  0.43034  3.96436  0.770
H  2.69492  -1.12168  -1.70870  0.425
H  6.06175  0.04190  1.73852  0.652
H  8.55815  -0.36436  1.01868  0.441
H  7.70196  1.08372  0.84158  0.438
H  10.18019  1.09975  -0.02293  0.402
H  8.81172  1.88700  -0.99937  0.380
H  10.43629  -0.46536  -1.58332  0.438
H  10.02149  0.81953  -2.59716  0.367
H  9.09249  -1.21239  -3.28387  0.404
H  7.93924  0.12176  -3.09511  0.412
H  8.27977  -2.07264  -0.80059  0.308
H  6.93041  -1.92908  -2.00801  0.406
Se  -1.03747  -1.72887  -3.52393  0.353
N  -1.11026  -0.14294  -2.44020  -0.407
C  -1.07933  0.96267  -3.24538  1.190
C  -1.38273  2.31915  -2.92472  -0.706
C  -1.92719  3.19023  -3.88281  -0.583
C  -1.91303  2.84410  -5.27001  -0.503
C  -1.44779  1.63381  -5.68355  -0.603
C  -1.12333  0.59767  -4.68830  0.488
N  -1.05709  -0.69107  -4.91872  -0.648
H  -1.32638  2.65213  -1.90058  0.633
H  -2.34501  4.14039  -3.57678  0.462
H  -2.38793  3.55683  -5.95335  0.395
H  -1.42288  1.34924  -6.77046  0.393



The following is a DFT calculation (ωB97M-V with the def2-TZVPD basis set) of one molecule with the formula C6H5N in a non-equilibrium geometry.

Properties
E_tot in Ha: -286.2396
2S+1: 1
LUMO level in eV: -0.03
SMILES: N#CC1=CCC=C1
E_HOMO in eV: -8.939
ΔE to the lowest compared entry with this formula, charge and spin in eV: 2.820

Last column: Mulliken charge in e.
Geometry (Å):
N  -3.42203  0.10342  -0.02159  -0.518
C  -2.23363  -0.15580  -0.19421  -0.073
C  -0.82376  -0.10818  -0.11613  0.765
C  -0.05873  -1.16809  -0.06259  -0.779
C  1.35480  -0.59680  -0.00474  -0.167
C  1.11795  0.89694  -0.24946  -0.534
C  -0.29294  1.05848  0.01242  -0.378
H  -0.69439  -2.03878  -0.06212  0.416
H  2.24040  -0.93272  -0.67034  0.322
H  1.49119  -0.70184  1.12629  0.213
H  1.91732  1.55080  -0.14960  0.420
H  -0.59616  2.09258  0.39207  0.313